Entry 1:
Here is a structure of composition C27H41CoF9OP2 from OMol25. Energies are from ωB97M-V/def2-TZVPD.

Computed properties:
* total charge: +1
* multiplicity: 5
* HOMO-LUMO gap (alpha / beta): 7.24 / 5.13 eV
* ΔE to the lowest compared entry with this formula, charge and spin: 45.2 kcal/mol
* HOMO energy (alpha / beta): -0.3799 / -0.3802 Eh

Each line ends with the Mulliken spin population.
Geometry (Å):
Co (-0.274, -2.317, 0.338)  2.62
C (-1.889, -1.869, 2.380)  0.06
C (-1.535, -3.137, 1.789)  0.04
C (0.387, -2.111, 2.614)  -0.05
C (-0.736, -1.279, 2.914)  0.16
C (-0.110, -3.352, 2.061)  0.20
C (-3.275, -1.375, 2.547)  0.00
H (-3.895, -1.698, 1.707)  0.00
H (-3.295, -0.282, 2.573)  0.00
H (-3.766, -1.727, 3.465)  0.01
C (-0.670, -0.025, 3.684)  -0.01
H (-1.640, 0.481, 3.760)  0.00
H (0.007, 0.682, 3.172)  0.01
H (-0.257, -0.148, 4.703)  0.01
C (1.746, -1.881, 3.157)  0.00
H (1.787, -1.968, 4.258)  0.01
H (2.070, -0.860, 2.898)  0.00
H (2.460, -2.602, 2.734)  0.00
C (0.586, -4.680, 2.054)  -0.03
H (0.380, -5.250, 2.976)  0.00
H (1.679, -4.555, 2.009)  0.00
H (0.239, -5.302, 1.217)  0.00
C (-2.483, -4.163, 1.306)  0.00
H (-2.852, -4.797, 2.131)  0.01
H (-2.003, -4.812, 0.563)  0.00
H (-3.352, -3.695, 0.831)  0.00
C (-1.165, 2.608, 0.113)  -0.01
C (-2.438, 2.184, -0.014)  0.01
C (-2.851, 0.791, -0.362)  0.03
C (-2.001, 0.236, -1.510)  0.10
C (-0.839, -0.576, -1.147)  -0.09
C (0.464, -0.163, -0.749)  0.08
C (0.899, 1.123, -0.256)  0.02
C (0.057, 2.292, -0.687)  -0.03
H (-3.911, 0.809, -0.680)  0.00
H (-1.713, 1.109, -2.194)  0.05
H (-2.835, 0.135, 0.533)  0.00
H (-0.172, 2.176, -1.746)  0.04
H (-0.998, 3.470, 0.782)  0.00
H (-3.251, 2.848, 0.256)  0.00
H (0.718, 3.157, -0.621)  0.00
H (1.003, 1.161, 0.988)  0.03
H (1.260, -0.957, -0.644)  -0.03
H (1.970, 1.309, -0.506)  0.00
H (-2.685, -0.359, -2.142)  -0.04
H (-0.999, -1.691, -1.365)  0.05
P (-0.986, 1.165, -3.800)  0.57
C (-0.972, 2.974, -3.964)  0.03
C (-2.174, 0.499, -4.990)  0.03
P (1.048, -1.078, -3.205)  0.03
C (0.676, 0.536, -4.099)  0.05
C (0.333, -2.217, -4.476)  0.00
C (2.825, -1.042, -3.682)  0.00
H (-0.048, 3.393, -3.524)  0.00
H (-1.854, 3.387, -3.446)  0.00
H (-1.015, 3.208, -5.036)  0.02
H (-1.897, 0.866, -5.991)  0.02
H (-3.178, 0.873, -4.728)  0.00
H (-2.163, -0.602, -4.965)  -0.01
H (2.949, -0.711, -4.724)  0.00
H (3.228, -2.052, -3.548)  0.00
H (3.340, -0.332, -3.013)  0.00
H (1.404, 1.311, -3.781)  0.00
H (0.793, 0.391, -5.196)  0.03
H (0.905, -3.152, -4.417)  0.00
H (0.395, -1.811, -5.498)  0.00
H (-0.718, -2.420, -4.217)  0.00
F (4.093, 0.851, 3.180)  0.00
C (3.762, 1.837, 2.307)  0.00
F (4.726, 2.791, 2.400)  0.00
F (3.819, 1.292, 1.063)  0.00
C (2.315, 2.372, 2.576)  0.00
O (1.364, 1.445, 2.205)  0.00
C (2.162, 2.671, 4.119)  0.00
F (1.042, 3.410, 4.358)  0.00
F (2.029, 1.512, 4.808)  0.00
F (3.233, 3.328, 4.646)  0.00
C (2.214, 3.759, 1.866)  0.00
F (3.031, 4.692, 2.414)  0.00
F (2.541, 3.658, 0.540)  0.00
F (0.956, 4.259, 1.928)  0.00

Entry 2:
Here is a structure of composition C27H41F5N5O4RbSTe from OMol25. Energies are from ωB97M-V/def2-TZVPD.

Computed properties:
* total charge: -2
* multiplicity: 1
* HOMO-LUMO gap: 5.13 eV
* ΔE to the lowest compared entry with this formula, charge and spin: 19.6 kcal/mol
* HOMO energy: -0.0562 Eh

Each line ends with the Löwdin charge.
Geometry (Å):
Rb (0.811, 0.652, -1.305)  0.94
C (-2.871, 2.508, -0.550)  -0.21
C (-2.321, 2.759, -1.965)  -0.21
N (-0.890, 2.932, -1.933)  -0.13
C (-0.394, 4.144, -1.321)  -0.20
C (0.692, 3.828, -0.272)  -0.24
N (0.328, 2.725, 0.575)  -0.15
C (-0.692, 2.930, 1.570)  -0.21
C (-1.727, 1.791, 1.505)  -0.23
N (-2.077, 1.512, 0.132)  -0.08
H (-2.825, 3.441, 0.014)  0.10
H (-3.935, 2.231, -0.635)  0.12
H (-2.531, 1.887, -2.585)  0.10
H (-2.861, 3.625, -2.399)  0.12
H (-0.484, 2.788, -2.850)  0.06
H (0.047, 4.830, -2.062)  0.12
H (-1.221, 4.677, -0.841)  0.10
H (1.592, 3.529, -0.804)  0.07
H (0.897, 4.760, 0.296)  0.11
H (1.143, 2.252, 0.941)  0.09
H (-0.293, 2.973, 2.597)  0.12
H (-1.186, 3.885, 1.371)  0.10
H (-1.276, 0.879, 1.910)  0.04
H (-2.596, 2.064, 2.140)  0.11
H (-2.487, 0.591, 0.047)  0.10
N (2.627, -2.030, -1.555)  -0.01
C (3.004, -1.841, -0.147)  -0.20
C (3.713, -0.470, 0.020)  -0.72
O (4.960, -0.489, -0.003)  -0.06
O (2.978, 0.536, 0.082)  -0.20
H (3.481, -2.120, -2.107)  0.09
H (2.181, -1.166, -1.868)  -0.02
H (3.680, -2.650, 0.144)  0.11
H (2.101, -1.873, 0.471)  0.01
F (-5.329, -1.484, -4.048)  0.07
C (-4.129, -0.916, -4.343)  -0.15
C (-3.095, -0.889, -3.413)  -0.15
F (-3.277, -1.391, -2.170)  0.10
C (-1.878, -0.316, -3.744)  -0.25
F (-0.877, -0.377, -2.817)  -0.14
C (-1.633, 0.326, -4.981)  -0.69
S (-0.196, 1.152, -5.299)  0.53
C (-2.701, 0.254, -5.904)  -0.25
F (-2.566, 0.799, -7.141)  0.03
C (-3.911, -0.350, -5.599)  -0.15
F (-4.907, -0.376, -6.526)  0.07
O (0.155, -3.617, -1.529)  -0.13
H (1.026, -3.195, -1.498)  -0.03
H (-0.302, -3.314, -0.731)  -0.08
C (6.226, 2.001, -1.058)  -0.06
N (5.022, 2.692, -1.479)  -0.14
C (4.541, 3.757, -0.628)  -0.05
C (4.109, 2.102, -2.288)  -0.53
C (4.593, 0.890, -3.047)  0.01
O (2.993, 2.573, -2.449)  -0.02
H (6.742, 2.611, -0.320)  0.08
H (6.895, 1.844, -1.908)  0.08
H (5.976, 1.034, -0.595)  0.06
H (5.384, 4.350, -0.277)  0.08
H (3.991, 3.347, 0.222)  0.10
H (3.869, 4.388, -1.206)  0.08
H (5.466, 1.125, -3.655)  0.08
H (3.788, 0.535, -3.690)  0.09
H (4.870, 0.121, -2.329)  0.06
C (-3.344, -5.049, 6.829)  -0.08
C (-2.677, -4.358, 5.670)  -0.30
C (-3.283, -4.279, 4.423)  -0.05
C (-2.663, -3.657, 3.355)  -0.34
C (-3.362, -3.600, 2.032)  -0.13
C (-1.395, -3.076, 3.497)  -0.60
Te (-0.429, -2.158, 1.901)  0.86
C (-0.789, -3.152, 4.761)  -0.35
C (0.562, -2.545, 4.975)  -0.14
C (-1.422, -3.781, 5.815)  -0.05
H (-4.358, -5.351, 6.564)  0.06
H (-3.395, -4.391, 7.701)  0.07
H (-2.786, -5.942, 7.125)  0.07
H (-4.271, -4.714, 4.289)  0.10
H (-4.358, -4.042, 2.092)  0.06
H (-2.785, -4.132, 1.273)  0.06
H (-3.450, -2.565, 1.701)  0.05
H (0.532, -1.477, 4.754)  0.05
H (1.290, -2.991, 4.296)  0.05
H (0.901, -2.685, 6.003)  0.06
H (-0.934, -3.822, 6.785)  0.10

Entry 3:
Here is a structure of composition C27H42AuBr2NO3Si from OMol25. Energies are from ωB97M-V/def2-TZVPD.

Computed properties:
* total charge: +2
* multiplicity: 3
* HOMO-LUMO gap (alpha / beta): 8.92 / 5.62 eV
* ΔE to the lowest compared entry with this formula, charge and spin: 11.2 kcal/mol
* HOMO energy (alpha / beta): -0.5323 / -0.5296 Eh

Each line ends with the Mulliken spin population.
Geometry (Å):
Au (-0.122, 0.068, -0.051)  0.68
C (2.368, -0.796, 7.500)  0.00
O (1.378, -0.490, 6.510)  -0.02
C (1.767, -0.281, 5.255)  -0.05
C (3.079, -0.413, 4.792)  0.22
C (3.391, -0.177, 3.435)  0.02
C (2.463, 0.199, 2.497)  0.09
C (2.865, 0.441, 1.095)  0.01
C (4.275, 0.209, 0.640)  0.01
O (2.071, 0.842, 0.237)  0.10
C (1.084, 0.377, 2.970)  0.10
O (0.147, 0.768, 2.241)  0.32
C (0.786, 0.098, 4.352)  0.29
H (1.831, -0.856, 8.439)  0.00
H (3.114, -0.002, 7.554)  0.00
H (2.843, -1.755, 7.287)  0.00
H (3.876, -0.698, 5.462)  0.01
H (4.425, -0.306, 3.154)  0.02
H (5.036, 0.285, 1.408)  0.00
H (4.497, 0.908, -0.164)  0.00
H (4.310, -0.799, 0.216)  0.00
H (-0.239, 0.217, 4.676)  0.00
C (0.259, 5.581, -0.267)  0.00
C (-0.626, 4.370, -0.309)  0.00
C (-2.015, 4.460, -0.367)  -0.01
C (-2.805, 3.320, -0.405)  0.00
C (-2.165, 2.103, -0.379)  0.01
Br (-3.090, 0.461, -0.413)  0.07
N (-0.839, 1.997, -0.325)  0.12
C (-0.076, 3.098, -0.285)  -0.01
H (-0.323, 6.494, -0.376)  0.00
H (0.999, 5.551, -1.066)  0.00
H (0.795, 5.633, 0.682)  0.00
H (-2.489, 5.433, -0.388)  0.00
H (-3.882, 3.372, -0.454)  0.00
H (0.992, 2.933, -0.245)  0.00
C (1.971, -6.924, 0.231)  0.00
C (1.874, -5.430, -0.164)  0.00
C (2.836, -4.630, 0.730)  0.00
C (2.360, -5.270, -1.612)  0.00
Si (0.038, -5.003, 0.026)  -0.02
Br (0.309, -2.323, -0.082)  0.02
C (-0.733, -5.156, 1.748)  0.00
C (-1.261, -6.608, 1.835)  0.00
C (0.303, -4.947, 2.862)  0.00
C (-1.898, -4.191, 2.021)  0.00
C (-1.089, -5.247, -1.473)  0.00
C (-0.674, -4.472, -2.733)  0.00
C (-1.020, -6.764, -1.772)  0.00
C (-2.545, -4.873, -1.168)  0.00
H (3.007, -7.244, 0.092)  0.00
H (1.349, -7.571, -0.390)  0.00
H (1.716, -7.101, 1.276)  0.00
H (3.851, -4.966, 0.506)  0.00
H (2.668, -4.790, 1.791)  0.00
H (2.790, -3.560, 0.528)  0.00
H (3.412, -5.563, -1.653)  0.00
H (2.290, -4.237, -1.956)  0.00
H (1.825, -5.908, -2.314)  0.00
H (-0.479, -7.355, 1.688)  0.00
H (-2.063, -6.808, 1.124)  0.00
H (-1.671, -6.763, 2.837)  0.00
H (1.109, -5.679, 2.834)  0.00
H (-0.202, -5.063, 3.825)  0.00
H (0.736, -3.945, 2.832)  0.00
H (-2.757, -4.366, 1.379)  0.00
H (-1.600, -3.148, 1.926)  0.00
H (-2.227, -4.349, 3.052)  0.00
H (0.316, -4.733, -3.097)  0.00
H (-0.713, -3.394, -2.583)  0.00
H (-1.386, -4.719, -3.525)  0.00
H (-0.029, -7.085, -2.093)  0.00
H (-1.710, -6.979, -2.592)  0.00
H (-1.326, -7.380, -0.924)  0.00
H (-2.649, -3.816, -0.915)  0.00
H (-2.981, -5.470, -0.369)  0.00
H (-3.140, -5.056, -2.066)  0.00

Entry 4:
Here is a structure of composition C27H43N9O2S2TeV from OMol25. Energies are from ωB97M-V/def2-TZVPD.

Computed properties:
* total charge: +2
* multiplicity: 4
* HOMO-LUMO gap (alpha / beta): 7.59 / 8.32 eV
* ΔE to the lowest compared entry with this formula, charge and spin: 0.0 kcal/mol
* HOMO energy (alpha / beta): -0.4451 / -0.4723 Eh

Each line ends with the Mulliken spin population.
Geometry (Å):
V (-0.250, 0.031, 0.123)  2.94
N (1.830, 0.565, 0.862)  0.02
C (2.814, -0.138, 0.005)  -0.03
C (4.018, 0.771, -0.301)  0.00
C (4.936, 0.386, -1.462)  0.00
C (5.564, -0.997, -1.411)  0.00
N (6.447, -1.180, -0.251)  0.00
C (6.304, -2.062, 0.721)  0.00
N (7.245, -2.177, 1.664)  0.00
N (5.215, -2.831, 0.807)  0.00
C (2.112, -0.642, -1.267)  0.03
O (2.645, -1.549, -1.899)  0.00
O (1.004, -0.060, -1.547)  -0.02
H (1.834, 1.555, 0.629)  0.00
H (2.091, 0.512, 1.841)  0.01
H (3.137, -1.026, 0.553)  0.01
H (4.599, 0.892, 0.620)  0.00
H (3.621, 1.765, -0.535)  0.00
H (5.728, 1.138, -1.526)  0.00
H (4.388, 0.434, -2.403)  0.00
H (6.162, -1.165, -2.307)  0.00
H (4.779, -1.748, -1.415)  0.00
H (7.280, -0.610, -0.227)  0.00
H (8.117, -1.681, 1.591)  0.00
H (7.161, -2.842, 2.412)  0.00
H (4.491, -2.816, 0.108)  0.00
H (5.192, -3.588, 1.469)  0.00
C (0.407, 3.010, -2.114)  0.02
C (-0.279, 3.183, -0.803)  0.01
N (-0.604, 2.217, 0.021)  -0.10
C (-1.253, 2.710, 1.143)  0.06
C (-1.397, 4.058, 1.171)  0.00
S (-0.726, 4.739, -0.244)  0.01
C (-1.754, 1.748, 2.126)  0.00
C (-2.548, 1.998, 3.198)  0.00
S (-2.912, 0.539, 4.003)  0.01
C (-2.012, -0.342, 2.850)  0.03
N (-1.449, 0.411, 1.936)  -0.01
C (-1.891, -1.827, 2.917)  0.02
H (0.505, 1.954, -2.347)  -0.01
H (1.405, 3.454, -2.086)  0.00
H (-0.161, 3.513, -2.897)  0.00
H (-1.852, 4.667, 1.934)  0.00
H (-2.940, 2.940, 3.541)  0.00
H (-2.702, -2.260, 3.501)  0.00
H (-0.948, -2.104, 3.390)  0.00
H (-1.903, -2.239, 1.910)  0.00
C (-3.562, 1.459, -1.346)  0.01
Te (-2.694, -0.491, -1.287)  -0.05
C (-1.984, -0.075, -3.260)  0.01
C (-2.274, 1.385, -3.505)  0.00
C (-1.823, 1.996, -4.675)  0.00
C (-2.064, 3.339, -4.905)  0.00
C (-2.757, 4.089, -3.961)  0.00
C (-3.221, 3.485, -2.805)  0.00
C (-2.991, 2.129, -2.573)  0.00
H (-3.322, 1.994, -0.429)  0.00
H (-4.644, 1.360, -1.415)  0.00
H (-2.500, -0.719, -3.969)  0.00
H (-0.916, -0.284, -3.291)  0.00
H (-1.280, 1.410, -5.407)  0.00
H (-1.715, 3.802, -5.819)  0.00
H (-2.951, 5.139, -4.136)  0.00
H (-3.785, 4.063, -2.082)  0.00
C (-0.360, -2.881, -2.183)  0.01
N (0.083, -3.738, -1.097)  0.01
C (-0.341, -5.126, -1.242)  0.00
C (0.595, -3.270, 0.055)  0.05
N (0.364, -2.069, 0.524)  -0.10
N (1.455, -4.120, 0.760)  0.01
C (1.145, -4.454, 2.144)  0.00
C (2.244, -5.122, 0.064)  0.00
H (-0.013, -3.313, -3.124)  0.00
H (0.060, -1.888, -2.081)  0.00
H (-1.454, -2.858, -2.222)  0.00
H (-1.382, -5.133, -1.571)  0.00
H (-0.301, -5.649, -0.292)  0.00
H (0.257, -5.655, -1.986)  0.00
H (0.989, -1.948, 1.317)  0.05
H (2.063, -4.572, 2.722)  0.00
H (0.584, -5.392, 2.211)  0.00
H (0.555, -3.663, 2.600)  0.00
H (2.450, -4.787, -0.951)  0.00
H (1.781, -6.112, 0.025)  0.00
H (3.191, -5.249, 0.597)  0.00

Entry 5:
Here is a structure of composition C27H44BF3I3N7O5PS3 from OMol25. Energies are from ωB97M-V/def2-TZVPD.

Computed properties:
* total charge: +1
* multiplicity: 1
* HOMO-LUMO gap: 7.06 eV
* HOMO energy: -0.3956 Eh

Each line ends with the Löwdin charge.
Geometry (Å):
C (0.546, -4.517, 1.938)  0.09
C (0.808, -3.396, 2.332)  -0.12
C (1.060, -1.930, 2.768)  -0.22
N (0.971, -0.856, 1.818)  -0.03
C (1.977, 0.151, 1.731)  -0.26
N (2.676, 0.709, 2.692)  -0.18
N (2.373, 0.352, 4.030)  -0.06
C (1.917, 1.535, 4.827)  -0.22
C (0.911, 0.959, 5.937)  -0.22
C (1.609, -0.054, 6.951)  -0.11
P (4.031, 1.886, 2.655)  1.04
C (4.093, 3.061, 1.223)  -0.28
C (5.535, 0.737, 2.321)  -0.39
C (6.810, 1.539, 2.908)  -0.16
N (2.203, 0.619, 0.391)  -0.37
S (3.485, -0.107, -0.459)  0.90
C (0.985, 1.080, -0.359)  -0.32
O (1.435, 1.146, -1.742)  -0.11
B (0.780, 2.667, -0.026)  -0.49
O (0.416, 3.643, -1.015)  0.10
O (0.908, 3.235, 1.281)  0.09
C (-0.316, 0.147, -0.194)  -0.30
C (-1.720, 0.800, -0.427)  -0.19
C (-1.988, 1.816, -1.616)  -0.26
C (-3.294, 1.460, -2.493)  -0.48
S (-4.682, 2.666, -2.226)  0.82
C (-4.027, 4.370, -2.424)  -1.01
S (-3.776, 5.140, -3.851)  0.75
N (-3.683, 5.071, -1.173)  -0.20
C (-4.611, 5.248, -0.128)  -0.06
C (-3.887, 5.950, 0.964)  -0.10
N (-2.567, 6.167, 0.486)  0.01
C (-2.444, 5.632, -0.785)  -0.16
C (-0.045, -1.084, -1.173)  -0.61
I (-0.664, -0.809, -3.278)  1.06
C (-0.679, -2.504, -0.867)  -0.78
C (-2.133, -2.830, -1.411)  -0.30
I (0.601, -3.925, -2.024)  0.78
C (-0.312, -0.290, 1.376)  -0.64
N (-0.466, 0.900, 2.292)  0.02
I (-2.136, -1.377, 2.012)  1.10
H (0.183, -5.513, 1.571)  0.08
H (2.111, -1.965, 3.211)  0.13
H (0.395, -1.737, 3.678)  0.11
H (3.202, -0.100, 4.429)  0.12
H (2.830, 1.918, 5.393)  0.11
H (1.447, 2.319, 4.172)  0.12
H (0.035, 0.403, 5.461)  0.09
H (0.477, 1.823, 6.517)  0.11
H (1.635, 0.359, 8.009)  0.08
H (1.074, -1.057, 6.970)  0.08
H (2.681, -0.218, 6.636)  0.06
H (3.856, 2.673, 0.197)  0.03
H (3.447, 3.963, 1.474)  0.05
H (5.155, 3.480, 1.169)  0.07
H (5.405, -0.268, 2.819)  0.08
H (5.684, 0.685, 1.205)  0.04
H (7.712, 1.209, 2.319)  0.08
H (6.663, 2.642, 2.676)  0.06
H (6.932, 1.364, 4.017)  0.08
H (3.619, -1.456, -0.131)  -0.07
H (2.020, 1.915, -1.875)  0.11
H (-0.349, 4.152, -0.663)  0.07
H (0.918, 4.213, 1.209)  0.12
H (-2.441, -0.061, -0.641)  0.07
H (-2.200, 1.297, 0.481)  0.12
H (-2.207, 2.849, -1.184)  0.08
H (-1.107, 1.976, -2.314)  0.08
H (-3.715, 0.440, -2.264)  0.07
H (-3.067, 1.458, -3.609)  0.07
H (-5.666, 4.883, -0.221)  0.12
H (-4.348, 6.240, 1.947)  0.10
H (-1.499, 5.664, -1.389)  0.13
H (1.071, -1.288, -1.271)  0.02
H (-0.589, -2.925, 0.163)  -0.02
H (-2.597, -3.574, -0.678)  0.08
H (-2.851, -1.971, -1.488)  0.04
H (-2.150, -3.371, -2.411)  0.02
H (-0.196, 0.576, 3.239)  0.06
H (-1.450, 1.151, 2.417)  0.04
C (-1.703, -7.440, -6.910)  -0.06
C (-1.657, -6.665, -5.609)  -0.20
O (-1.964, -5.278, -5.829)  0.02
C (-3.267, -4.972, -5.926)  -0.38
O (-4.161, -5.767, -5.847)  0.17
C (-3.445, -3.464, -6.106)  -0.51
F (-2.599, -2.950, -7.020)  0.16
F (-3.220, -2.795, -4.954)  0.12
F (-4.682, -3.134, -6.507)  0.17
H (-1.046, -6.982, -7.653)  0.09
H (-1.394, -8.475, -6.754)  0.08
H (-2.710, -7.441, -7.333)  0.08
H (-0.647, -6.700, -5.197)  0.12
H (-2.326, -7.096, -4.859)  0.13

Which value of multiplicity does entry 4 give? 4

Which formula does entry 2 have? C27H41F5N5O4RbSTe

What is the formula in the second record? C27H41F5N5O4RbSTe